[1]
34
Properties=species:S:1:pos:R:3:mulliken_charge:R:1 method="wB97M-V/def2-TZVPD" e_homo_ev=-5.7 total_charge=-1 spin_multiplicity=1 e_tot_ha=-2226.3198
O 0.022 -1.250 2.232 -0.65
S -0.218 -1.495 0.691 0.75
O -1.713 -1.969 0.533 -0.60
N 0.911 -2.677 0.078 -0.42
S 1.280 -2.435 -1.612 1.08
O 1.075 -0.961 -2.107 -0.65
O 0.446 -3.366 -2.576 -0.70
C 3.141 -2.776 -1.875 -0.32
O 3.923 -1.527 -2.033 -0.26
O 4.002 -0.871 -0.896 -0.26
H -0.145 -0.228 0.080 0.18
H 3.585 -3.500 -1.051 0.30
H 3.209 -3.335 -2.920 0.24
H 3.507 0.004 -1.053 0.32
C 3.908 2.624 2.020 -0.44
C 3.183 3.888 1.707 0.30
O 3.082 3.871 0.302 -0.30
C 3.052 2.551 -0.036 0.68
O 2.698 2.131 -1.124 -0.53
O 3.462 1.755 0.998 -0.26
F 3.916 4.966 2.068 -0.30
H 4.996 2.732 1.955 0.29
H 3.652 2.231 3.008 0.27
H 2.183 3.953 2.148 0.30
C -5.040 -0.797 -0.659 -0.37
C -6.488 -0.898 -0.319 0.37
O -6.574 -0.282 0.946 -0.30
C -5.569 0.639 0.960 0.65
O -5.490 1.552 1.765 -0.56
O -4.665 0.419 -0.043 -0.27
F -6.863 -2.191 -0.189 -0.28
H -4.448 -1.615 -0.237 0.24
H -4.868 -0.759 -1.738 0.26
H -7.152 -0.386 -1.024 0.26

[2]
10
Properties=species:S:1:pos:R:3:mulliken_charge:R:1 method="wB97M-V/def2-TZVPD" e_homo_ev=-15.2 de_lowest_kcal_mol=4.00 total_charge=+1 spin_multiplicity=1 e_tot_ha=-1083.3366
C 0.361 -0.066 -0.137 0.45
N 0.680 0.709 0.872 -0.25
N 1.059 -0.917 -0.841 -0.36
O -1.804 1.532 0.152 -0.46
S -1.754 0.307 -0.612 0.59
Cl -2.572 -1.074 0.572 -0.01
H 1.561 0.847 1.366 0.23
H -0.099 1.295 1.145 0.27
H 2.078 -1.109 -0.992 0.26
H 0.490 -1.524 -1.525 0.27

[3]
19
Properties=species:S:1:pos:R:3:mulliken_charge:R:1 method="wB97M-V/def2-TZVPD" e_homo_ev=-8.1 de_lowest_kcal_mol=35.83 spin_multiplicity=1 e_tot_ha=-1907.7718
C -0.444 -0.137 -1.046 0.16
C 2.025 -0.779 1.266 0.28
C -2.125 -0.845 0.535 -1.11
C 1.110 2.962 -1.110 -0.65
C -1.529 -1.077 -0.821 -0.02
N 0.300 0.766 -0.861 0.55
N 1.279 1.552 -0.666 -0.92
P 2.467 0.732 1.234 -0.12
P 2.003 -2.310 2.091 0.10
Cl 1.690 -3.503 0.448 -0.24
Cl 0.072 -2.249 2.712 -0.19
H -2.680 0.035 0.586 0.39
H -1.393 -0.626 1.277 0.24
H -2.818 -1.623 0.693 0.33
H 2.181 3.358 -1.141 0.24
H 0.484 2.977 -2.038 0.29
H 0.535 3.705 -0.436 0.23
H -2.228 -0.840 -1.719 0.26
H -0.929 -2.100 -1.004 0.19

[4]
18
Properties=species:S:1:pos:R:3:lowdin_spin:R:1 method="wB97M-V/def2-TZVPD" e_homo_ev="-6.5 / -10.8" spin_multiplicity=3 e_tot_ha=-891.2345
C -0.579 2.187 0.563 0.00
C -2.430 -0.989 -1.262 0.00
C 2.775 -1.355 0.845 0.73
N 2.052 -0.344 1.107 0.52
O 0.645 -0.482 0.899 0.01
O 2.337 0.769 1.475 0.61
O 0.767 -0.650 -1.685 0.01
O -0.369 1.392 -0.674 0.00
O -1.490 -0.824 -0.161 0.00
P -0.075 -0.203 -0.518 0.01
H 0.320 2.114 1.125 0.00
H -1.408 1.899 1.039 0.00
H -0.796 3.203 0.283 0.00
H -3.376 -1.586 -0.939 0.00
H -1.916 -1.600 -1.969 0.00
H -2.668 0.126 -1.469 0.00
H 2.367 -2.254 0.396 0.05
H 3.842 -1.402 0.944 0.05

[5]
11
Properties=species:S:1:pos:R:3:mulliken_charge:R:1 method="wB97M-V/def2-TZVPD" e_homo_ev=-13.8 de_lowest_kcal_mol=14.81 total_charge=+1 spin_multiplicity=1 e_tot_ha=-830.0005
K 0.074 3.185 -1.650 0.96
C 0.114 0.187 0.899 -0.09
C 0.148 -0.632 -0.385 -0.38
O 0.121 0.237 -1.522 -0.48
O -0.820 -0.285 1.833 -0.53
H -0.177 1.198 0.602 0.02
H 1.099 0.243 1.373 0.26
H -0.749 -1.263 -0.390 0.32
H 0.975 -1.347 -0.433 0.32
H -0.111 -0.294 -2.289 0.28
H -0.675 -1.228 1.960 0.32

[6]
58
Properties=species:S:1:pos:R:3:lowdin_spin:R:1 method="wB97M-V/def2-TZVPD" e_homo_ev="-0.7 / -0.7" total_charge=-2 spin_multiplicity=5 e_tot_ha=-2889.2805
Cr 0.595 2.352 0.114 3.77
O 0.033 2.758 2.085 0.04
H 0.238 3.659 1.766 0.00
O -0.259 0.591 0.165 0.04
H 0.038 0.039 -0.584 0.01
S 2.279 1.746 -2.793 0.01
O 2.906 0.495 -2.769 0.00
O 1.327 1.797 -3.890 0.00
O 1.610 2.092 -1.524 0.05
O 3.144 2.823 -3.236 0.00
C -3.697 -0.980 -3.355 0.00
O -4.320 -0.132 -3.933 0.00
N -2.388 -1.234 -3.467 0.00
C -1.744 -2.152 -2.507 0.00
C -1.485 -0.386 -4.308 0.00
H -4.093 -1.641 -2.569 0.00
H -0.953 -1.486 -2.160 0.00
H -1.231 -2.980 -2.996 0.00
H -2.349 -2.436 -1.646 0.00
H -1.946 -0.067 -5.243 0.00
H -1.246 0.389 -3.580 0.00
H -0.499 -0.790 -4.537 0.00
C 1.366 -4.563 1.409 0.00
O 2.051 -5.008 2.275 0.00
N 1.202 -3.250 1.137 0.00
C 0.414 -2.754 -0.012 0.00
C 1.995 -2.202 1.846 0.00
H 0.864 -5.253 0.713 0.00
H 1.148 -2.515 -0.781 0.00
H -0.100 -1.798 0.084 0.00
H -0.389 -3.428 -0.310 0.00
H 2.494 -2.630 2.716 0.00
H 2.778 -1.783 1.215 0.00
H 1.310 -1.404 2.134 0.00
C 3.444 0.980 0.906 0.01
O 2.362 1.570 1.033 0.03
N 4.352 0.903 1.914 0.01
C 4.192 1.510 3.202 0.00
C 5.607 0.273 1.555 0.00
H 3.802 0.586 -0.058 0.00
H 4.101 0.832 4.050 0.00
H 3.502 2.353 3.226 0.00
H 5.210 1.773 3.490 0.00
H 6.016 -0.467 2.243 0.00
H 5.663 -0.230 0.589 0.00
H 6.374 1.021 1.356 0.00
C -3.258 1.529 1.787 0.00
O -2.782 2.235 2.693 0.00
N -4.565 1.640 1.411 0.00
C -4.852 1.021 0.160 0.00
C -5.465 2.643 1.942 0.00
H -2.701 0.749 1.245 0.00
H -5.920 0.899 -0.023 0.00
H -4.515 -0.007 0.024 0.00
H -4.626 1.761 -0.608 0.00
H -6.479 2.267 1.809 0.00
H -5.344 2.654 3.026 0.00
H -5.205 3.634 1.570 0.00